[1]
{"formula": "C24H56N2O14S", "method": "ωB97M-V/def2-TZVPD", "molar_mass_g_mol": 628.8, "energy_ha": -2508.37225, "elements": ["N", "H", "H", "H", "H", "C", "N", "C", "C", "C", "C", "O", "H", "H", "H", "H", "H", "H", "H", "H", "H", "H", "H", "H", "H", "H", "S", "O", "O", "O", "O", "O", "C", "O", "C", "C", "C", "H", "H", "H", "H", "H", "H", "H", "H", "O", "C", "O", "C", "C", "C", "H", "H", "H", "H", "H", "H", "H", "H", "O", "C", "O", "C", "C", "C", "H", "H", "H", "H", "H", "H", "H", "H", "O", "C", "O", "C", "C", "C", "H", "H", "H", "H", "H", "H", "H", "H", "C", "C", "O", "C", "H", "H", "H", "H", "H", "H"], "xyz": [[-0.613392, 1.122588, 0.336835], [-0.755392, 0.491588, -0.368165], [-1.523392, 1.365588, 0.816835], [0.050608, 1.785588, 0.218835], [-0.166392, 0.461588, 1.022835], [-0.745392, -3.298412, 3.176835], [-0.033392, -4.029412, 1.931835], [1.029608, -3.105412, 1.379835], [0.500608, -5.339412, 2.603835], [-1.271392, -4.287412, 1.061835], [-0.910392, -4.903412, -0.388165], [-2.115392, -5.242412, -0.897165], [-0.924392, -2.477412, 2.733835], [-0.005392, -3.217412, 3.943835], [-1.573392, -3.832412, 3.589835], [1.330608, -3.445412, 0.435835], [1.712608, -2.580412, 2.229835], [0.421608, -2.009412, 0.968835], [0.904608, -5.851412, 1.873835], [0.071608, -6.159412, 2.811835], [1.247608, -5.152412, 3.377835], [-1.775392, -3.475412, 0.665835], [-1.805392, -5.051412, 1.453835], [-0.253392, -5.873412, -0.187165], [-0.153392, -4.351412, -1.009165], [-2.189392, -6.223412, -0.641165], [-1.206392, 3.252588, 2.960835], [-1.012392, 1.829588, 3.102835], [-2.655392, 3.567588, 3.138835], [-0.538392, 4.055588, 3.941835], [-0.910392, 3.633588, 1.591835], [-3.482392, 3.112588, -1.694165], [-2.778392, 2.465588, -0.877165], [-2.153392, 1.308588, -1.041165], [-2.339392, 0.571588, -2.256165], [-1.939392, -0.888412, -1.971165], [-2.554392, 3.158588, 0.493835], [-1.847392, 1.011588, -3.033165], [-3.458392, 0.436588, -2.644165], [-2.649392, -1.617412, -1.337165], [-1.079392, -1.007412, -1.308165], [-1.673392, -1.172412, -2.806165], [-2.030392, 2.476588, 1.092835], [-3.491392, 3.547588, 0.960835], [-1.784392, 4.025588, 0.289835], [0.227608, -1.685412, -1.412165], [0.489608, -1.667412, -2.593165], [1.336608, -0.829412, -3.140165], [2.125608, 0.147588, -2.324165], [3.001608, 1.024588, -3.296165], [-0.176392, -2.706412, -3.511165], [2.765608, -0.451412, -1.841165], [1.385608, 0.796588, -1.773165], [3.183608, 1.890588, -2.779165], [2.463608, 1.303588, -4.273165], [3.846608, 0.300588, -3.606165], [-1.365392, -2.834412, -3.270165], [0.279608, -3.706412, -3.388165], [-0.108392, -2.466412, -4.547165], [2.109608, 0.748588, 0.783835], [2.903608, 1.302588, 1.541835], [4.250608, 0.873588, 1.891835], [4.663608, -0.338412, 1.227835], [6.093608, -0.676412, 1.769835], [2.569608, 2.404588, 2.487835], [4.644608, -0.214412, 0.214835], [3.745608, -1.026412, 1.497835], [6.056608, -1.240412, 2.693835], [6.689608, 0.233588, 1.817835], [6.564608, -1.275412, 1.103835], [2.075608, 3.212588, 1.908835], [3.486608, 2.856588, 2.683835], [2.026608, 2.268588, 3.368835], [-0.606392, 2.256588, -2.460165], [-0.314392, 3.165588, -3.217165], [-0.072392, 4.421588, -2.808165], [-0.025392, 4.735588, -1.366165], [0.833608, 5.869588, -1.118165], [-0.354392, 3.068588, -4.769165], [0.323608, 4.098588, -0.649165], [-1.083392, 4.654588, -1.195165], [1.125608, 6.078588, -0.120165], [0.266608, 6.764588, -1.387165], [1.677608, 5.704588, -1.767165], [-1.114392, 3.876588, -5.000165], [-0.747392, 1.980588, -4.956165], [0.565608, 3.272588, -5.202165], [-3.754392, -1.224412, 1.218835], [-2.353392, -0.866412, 1.804835], [-1.200392, -1.232412, 1.274835], [-2.371392, -0.123412, 3.229835], [-3.998392, -0.430412, 0.660835], [-4.423392, -1.383412, 1.905835], [-3.634392, -2.128412, 0.422835], [-1.421392, -0.354412, 3.528835], [-3.106392, -0.415412, 3.932835], [-2.417392, 0.876588, 3.050835]], "forces_ev_per_a": [[0.963, -4.516, 6.446], [-0.012, -1.041, -2.281], [1.839, 0.077, -0.792], [1.920, 3.305, -0.703], [-0.159, 1.295, -0.027], [3.177, -5.390, 1.135], [-2.751, -0.684, 3.916], [-2.235, 5.168, 1.488], [3.240, 7.668, -0.522], [5.027, -0.629, -4.000], [4.469, -1.710, 2.931], [-1.412, -2.854, -0.731], [-1.801, 6.084, -2.075], [0.572, 0.244, 0.400], [-0.574, -0.587, -0.378], [1.454, -0.876, -0.755], [-1.234, -2.195, -2.171], [1.531, -3.647, 1.460], [3.801, -1.607, -4.445], [-6.150, -4.800, 2.851], [-0.227, 0.555, -0.322], [-1.013, 2.312, 0.813], [-1.872, -1.803, 1.831], [-1.159, 1.468, -0.281], [-1.603, 0.347, 0.264], [-0.516, 2.286, -0.991], [-3.816, 4.299, 2.698], [2.111, -2.146, -0.199], [-0.227, -1.104, -0.122], [2.477, 0.288, 1.135], [6.555, 1.642, 0.901], [1.992, -2.837, 0.462], [-3.403, 4.971, 0.241], [-4.375, -0.377, -2.946], [-5.176, -3.167, 1.577], [-4.205, 3.405, 9.617], [-2.337, -0.168, -4.777], [1.282, 0.572, -1.717], [1.817, 1.159, 1.260], [0.630, 1.786, -2.119], [-1.791, 1.229, -0.399], [2.022, -3.509, -7.797], [-1.362, -0.107, 0.628], [0.925, -0.460, -0.603], [-2.732, -1.747, -0.077], [3.261, -1.317, 0.689], [0.492, -1.346, 0.081], [0.227, 0.544, -1.082], [-3.257, 2.662, -3.178], [-1.639, -4.256, -2.511], [-2.153, -0.626, 0.693], [1.972, -1.767, 2.819], [1.065, -1.057, -0.206], [1.355, 2.027, 1.111], [0.506, -0.471, 1.565], [-0.773, 1.899, 0.540], [3.345, 0.187, -0.398], [-0.020, 0.555, 0.169], [0.175, 0.346, -0.772], [2.662, 0.487, 0.761], [-0.204, -1.572, 1.842], [-2.498, 0.578, -1.937], [-1.264, -0.953, 4.098], [-2.674, 1.356, 0.922], [0.169, 1.821, -3.199], [0.104, 0.422, -2.809], [2.284, 0.301, -0.612], [0.006, 0.398, 0.403], [-0.219, 0.069, 0.387], [1.449, -2.019, -2.279], [-0.454, -0.610, 0.335], [1.688, 0.688, 0.998], [-1.104, -0.927, 1.148], [2.482, 1.710, -0.927], [-0.243, 0.506, 0.065], [1.499, -0.918, -0.195], [-2.505, -0.831, -1.134], [-0.963, 2.887, -1.490], [-3.495, -1.340, 2.401], [1.216, -3.585, 0.795], [-0.506, 1.466, 0.724], [0.256, -0.629, 1.072], [0.610, 0.404, -0.496], [0.607, 0.445, -0.113], [0.822, -1.153, -0.347], [0.756, 2.264, -0.134], [1.651, 0.332, -0.862], [6.992, -3.560, -3.902], [1.741, -1.248, 0.995], [-5.772, 1.826, 1.669], [-1.032, -4.656, -3.603], [-1.222, 3.202, -2.253], [-3.561, -1.008, 3.945], [-0.452, 1.962, 2.044], [2.368, -0.016, 1.412], [-1.111, -0.728, 0.294], [-0.303, 3.046, -0.364]]}



[2]
{"formula": "C24H57Hg3N3O16", "method": "ωB97M-V/def2-TZVPD", "total_charge": 2, "de_lowest_kj_mol": 1478.6, "molar_mass_g_mol": 1245.5, "energy_ha": -2775.59758, "elements": ["Hg", "Hg", "Hg", "C", "O", "O", "O", "C", "O", "O", "O", "C", "C", "O", "O", "H", "H", "H", "H", "H", "H", "C", "C", "O", "O", "H", "H", "H", "H", "H", "H", "C", "O", "C", "C", "N", "C", "C", "O", "C", "H", "H", "H", "H", "H", "H", "H", "H", "H", "H", "H", "H", "H", "H", "H", "C", "O", "C", "C", "N", "C", "C", "O", "C", "H", "H", "H", "H", "H", "H", "H", "H", "H", "H", "H", "H", "H", "H", "H", "C", "O", "C", "C", "N", "C", "C", "O", "C", "H", "H", "H", "H", "H", "H", "H", "H", "H", "H", "H", "H", "H", "H", "H"], "xyz": [[-3.853624, -4.352605, 1.283689], [-2.068704, 2.058315, 1.805549], [1.036156, -2.433125, 5.169789], [0.070926, -2.034085, 0.536259], [-0.868924, -1.810665, -0.252351], [0.682526, -1.147555, 1.064319], [0.054106, -3.103995, 1.197909], [-3.499294, -1.325245, 4.693289], [-2.665064, -0.514315, 4.945739], [-3.249644, -2.495625, 4.895239], [-4.115194, -1.047415, 3.698139], [2.445336, 4.822155, 2.091629], [1.661216, 5.837985, 1.253689], [0.658516, 5.146565, 0.547519], [1.481946, 4.196095, 3.018019], [3.361286, 5.267955, 2.479429], [2.794456, 4.077215, 1.376589], [2.204276, 6.294525, 0.426189], [1.116026, 6.508715, 1.917759], [0.418836, 5.683955, -0.211001], [1.892916, 3.548235, 3.595069], [3.719366, -6.195365, -3.563571], [3.784006, -7.390255, -4.621501], [2.579756, -7.762895, -5.226251], [3.476376, -6.867285, -2.315381], [3.052816, -5.371805, -3.819631], [4.701836, -5.727355, -3.625421], [4.417026, -8.242015, -4.372711], [4.460726, -7.021335, -5.392251], [2.733756, -8.567835, -5.726221], [2.834246, -6.356595, -1.816911], [-6.441634, 8.794895, 4.026179], [-6.630444, 7.597435, 4.840679], [-5.523754, 6.816395, 5.114089], [-4.404504, 6.501245, 4.050859], [-4.851604, 5.398075, 3.084509], [-5.765494, 6.056335, 2.060239], [-6.114984, 5.172895, 0.788509], [-5.050934, 4.252675, 0.526719], [-5.287684, 3.682185, -0.799571], [-5.766104, 9.529785, 4.464019], [-7.414074, 9.226465, 3.789079], [-6.048714, 8.643515, 3.020799], [-5.852994, 5.911905, 5.625559], [-4.916484, 7.345775, 5.848309], [-3.527234, 6.120185, 4.573629], [-3.984794, 7.430455, 3.665489], [-5.513704, 4.883255, 3.647269], [-5.197124, 6.921385, 1.718549], [-6.698814, 6.515865, 2.385549], [-6.278314, 5.947565, 0.039299], [-6.997814, 4.545525, 0.911499], [-4.952684, 4.303195, -1.630371], [-6.341364, 3.413275, -0.874001], [-4.762144, 2.746425, -0.990021], [11.746476, 4.812305, -1.825831], [10.437006, 4.343195, -1.545451], [9.969816, 3.400955, -2.476671], [8.575646, 3.008475, -1.994791], [7.889646, 1.983365, -2.843541], [7.089146, 0.903935, -2.192781], [8.059836, -0.041975, -1.322281], [8.609156, -0.953535, -2.270911], [9.329886, -1.947645, -1.718281], [11.983056, 5.683905, -1.215541], [11.923166, 5.019525, -2.881261], [12.385286, 3.993865, -1.493921], [10.691676, 2.586995, -2.543581], [9.990746, 3.856015, -3.466911], [7.890706, 3.846065, -1.862781], [8.650946, 2.635555, -0.973341], [8.643336, 1.507425, -3.318441], [6.461546, 0.268675, -2.817801], [6.464316, 1.355175, -1.422031], [7.334146, -0.588895, -0.720311], [8.753276, 0.415495, -0.616611], [10.177986, -1.710195, -1.076061], [9.627826, -2.688875, -2.459841], [8.745856, -2.502355, -0.983911], [-7.740104, -3.926325, 0.403089], [-6.658234, -4.403885, -0.404951], [-7.017124, -4.877585, -1.721301], [-5.695754, -5.388435, -2.390841], [-5.088494, -6.299335, -1.482191], [-3.804104, -6.777955, -1.944081], [-3.359544, -7.939875, -0.981301], [-3.251664, -7.541985, 0.358469], [-2.672794, -8.441895, 1.314399], [-8.108474, -2.977865, 0.012149], [-7.428574, -3.809975, 1.441119], [-8.526594, -4.677455, 0.330019], [-7.509654, -4.137555, -2.352071], [-7.745974, -5.688025, -1.729561], [-5.124514, -4.468365, -2.514391], [-6.003134, -5.859285, -3.324601], [-5.762184, -7.030365, -1.303781], [-3.119284, -5.940595, -2.078111], [-3.993054, -7.186695, -2.936721], [-2.345184, -8.254255, -1.226931], [-4.011124, -8.812115, -0.928821], [-2.909054, -8.209865, 2.352879], [-1.596514, -8.505815, 1.154289], [-2.953944, -9.462975, 1.056649]], "forces_ev_per_a": [[-0.215, -0.370, -0.455], [-0.043, 0.176, 0.012], [-0.026, -0.003, -0.022], [-4.171, -1.164, 1.057], [0.883, -0.500, -0.778], [2.592, 2.176, 0.561], [0.654, -0.512, -0.807], [2.090, -2.754, -2.289], [2.746, 4.286, 2.860], [-0.752, -2.948, 2.094], [-4.069, 1.397, -2.712], [-0.936, -0.580, -0.798], [-0.513, -0.542, 0.316], [-1.055, -1.124, -0.547], [0.902, 1.164, -0.784], [-0.348, 0.129, 0.854], [-0.048, -0.346, 0.007], [0.993, 0.587, 0.965], [0.619, 0.623, 0.106], [-0.125, -0.088, 0.017], [0.421, 0.096, -0.125], [0.408, -2.979, -0.962], [1.501, 2.030, -0.899], [-0.811, 0.025, 0.469], [-0.181, 1.133, -0.082], [-0.649, -0.491, -0.013], [0.329, -0.203, 0.525], [-0.508, -0.197, 1.440], [-0.065, 0.736, -0.617], [-0.065, -0.030, -0.005], [0.034, -0.018, 0.150], [-0.054, -0.326, -0.110], [-0.398, 0.829, -1.938], [1.682, 0.382, 0.475], [-0.570, -1.381, 0.063], [-1.854, 3.293, -0.072], [1.493, -0.918, -1.329], [0.992, 0.073, 1.838], [-0.173, 0.143, -1.894], [0.064, -0.239, 0.660], [-0.176, -0.045, 0.538], [-0.094, -0.070, 0.805], [0.341, -0.796, 0.051], [-0.239, -0.082, -0.261], [0.238, 0.255, 0.505], [-0.318, -0.346, 0.484], [-0.557, -0.136, -1.000], [0.285, -0.968, 0.268], [0.192, -0.146, -0.306], [-0.231, -0.459, 0.816], [0.012, -0.387, -0.600], [-0.406, 0.385, 0.183], [-0.320, 0.610, 0.235], [-0.159, 0.270, -0.262], [0.378, -0.080, 0.837], [0.172, -0.888, 0.564], [-0.574, 0.769, 0.089], [0.069, 0.705, -0.028], [-1.133, -0.972, -0.076], [0.643, -0.839, 0.648], [2.004, 1.185, 2.269], [-1.986, -0.811, -1.824], [-0.462, 2.620, -0.386], [0.841, -2.772, 1.665], [-0.355, -0.026, -0.095], [-0.169, 0.081, -0.093], [0.665, 0.102, -0.249], [-0.194, -0.686, 0.196], [-0.465, 0.047, -0.315], [0.246, 0.428, -0.398], [0.272, -0.265, 0.255], [-0.065, -0.151, -0.819], [0.493, 0.295, -0.441], [-0.277, 0.287, -0.238], [-0.065, -0.319, 0.384], [0.359, 0.357, -0.501], [0.567, 0.855, -0.475], [0.099, 0.350, -0.189], [-0.671, -0.353, 0.055], [-0.174, -0.496, -1.021], [-0.069, -0.159, -0.618], [0.663, -0.073, 0.218], [-2.176, 1.901, 1.341], [0.489, 0.477, -0.331], [-0.638, -1.645, 1.409], [1.530, 0.134, 0.220], [-0.687, 1.934, 1.737], [0.491, -0.796, -1.716], [-0.080, 0.110, 0.084], [0.250, -0.082, -0.186], [-0.309, 0.134, 0.322], [0.287, 0.554, 0.110], [-0.075, -0.400, 0.734], [0.564, -0.402, -0.400], [0.321, 0.049, -0.414], [0.182, -0.437, 0.501], [0.176, -0.163, 0.434], [0.473, -0.455, -0.297], [-0.027, -0.363, -0.842], [-0.387, -0.047, -0.983], [-0.230, 0.334, -0.404], [0.323, 0.507, 0.271], [-0.628, -0.184, 0.313]]}



Computed E_LUMO (eV) in order:
-0.84, -10.93